No. 1
78
Properties=species:S:1:pos:R:3:lowdin_charge:R:1 method="wB97M-V/def2-TZVPD" molar_mass_g_mol=595.30 e_lumo_ha=0.017 orbital_gap_ha=0.3268 fmax_ev_per_a=2.709 smiles=COCCNCCOC.COCCNCCOC.ClCCCl.ClCCCl.ClCCCl.CO e_above_lowest_kcal_mol=107.1
Cl 19.84321 -31.05137 -40.19526 0.570
Cl 11.66625 -38.20576 -42.79889 0.588
Cl 18.22659 -36.26368 -39.48423 0.642
Cl 12.92146 -34.19465 -43.17208 0.583
Cl 17.20588 -34.61146 -36.87932 0.518
Cl 17.10918 -34.03115 -41.71133 0.598
O 10.33661 -43.65725 -40.73064 -0.183
O 15.82309 -34.59686 -46.62651 -0.175
O 16.46796 -37.80909 -41.82803 -0.145
O 14.55841 -42.11295 -41.62712 -0.198
O 19.26162 -29.22694 -45.04599 -0.163
N 16.87238 -31.84901 -46.06912 -0.060
N 11.94885 -42.90092 -43.00928 -0.043
C 12.40422 -35.78723 -43.78435 -0.652
C 17.86799 -37.06199 -37.96423 -0.632
C 12.33440 -41.59153 -42.50104 -0.231
C 16.73660 -36.31561 -37.26163 -0.631
C 13.80839 -41.27918 -42.50466 -0.227
C 15.92657 -41.84826 -41.68579 -0.126
C 15.75530 -33.92027 -45.40607 -0.261
C 18.75685 -28.06521 -45.61216 -0.137
C 9.74840 -43.63822 -39.44210 -0.098
C 11.71190 -43.90881 -40.72758 -0.261
C 18.11224 -31.07482 -46.06560 -0.220
C 18.33261 -30.24080 -44.80238 -0.232
C 15.44122 -37.13052 -42.53023 -0.186
C 11.46972 -36.40696 -42.72714 -0.607
C 17.00005 -33.05059 -45.19687 -0.198
C 18.14821 -33.12377 -40.56918 -0.668
C 18.71275 -31.91258 -41.26511 -0.693
C 14.90443 -35.66120 -46.70046 -0.098
C 12.27617 -44.02244 -42.12483 -0.207
H 14.04603 -40.22539 -42.26369 0.103
H 17.90399 -33.62199 -45.46127 0.125
H 15.02990 -36.33534 -45.84028 0.077
H 15.14061 -36.25703 -47.57650 0.092
H 19.26431 -32.31061 -42.12189 0.063
H 18.78549 -30.91046 -44.06815 0.099
H 18.75163 -37.09176 -37.33187 0.072
H 15.08222 -37.84879 -43.27526 0.072
H 16.60806 -32.27776 -46.95116 0.103
H 12.24889 -43.11688 -40.18416 0.115
H 17.12083 -37.18932 -41.48629 -0.020
H 11.98588 -35.63939 -44.77607 0.070
H 19.50439 -27.27210 -45.63175 0.088
H 12.36742 -43.00792 -43.92231 0.107
H 11.85950 -41.29674 -41.56624 0.119
H 13.35874 -44.17409 -42.08147 0.107
H 13.87522 -35.29564 -46.64079 0.086
H 11.87497 -44.93513 -42.57535 0.117
H 18.43583 -28.13973 -46.66249 0.081
H 15.86228 -36.27559 -37.91546 0.066
H 17.87414 -27.64621 -45.11091 0.090
H 8.84504 -43.03849 -39.52006 0.086
H 11.94212 -44.85237 -40.21479 0.127
H 9.38174 -44.62800 -39.13974 0.083
H 17.34954 -29.94147 -44.42465 0.131
H 17.92495 -30.35816 -46.88177 0.112
H 10.52641 -43.33091 -38.74117 0.084
H 11.91929 -40.87320 -43.21804 0.072
H 14.82933 -33.33924 -45.31386 0.107
H 14.58977 -36.83420 -41.91063 0.072
H 17.55963 -38.08855 -38.15271 0.080
H 17.53037 -32.77002 -39.74342 0.068
H 14.33021 -41.32397 -43.48107 0.123
H 11.73905 -36.08385 -41.72966 0.051
H 17.18999 -32.69442 -44.18384 0.065
H 18.03611 -31.13433 -41.59990 0.063
H 15.71568 -34.60455 -44.54323 0.075
H 16.28319 -36.75777 -36.37521 0.072
H 18.93842 -33.76619 -40.20272 0.029
H 19.01567 -31.58076 -46.42969 0.123
H 16.51759 -42.56803 -41.11907 0.086
H 15.86209 -36.27596 -43.06583 0.037
H 13.28284 -36.41191 -43.92071 0.016
H 16.15769 -40.86169 -41.27305 0.081
H 16.32842 -41.88096 -42.70700 0.088
H 10.44143 -36.13219 -42.94253 0.072

No. 2
73
Properties=species:S:1:pos:R:3:lowdin_charge:R:1 method="wB97M-V/def2-TZVPD" molar_mass_g_mol=526.95 e_lumo_ha=0.090 orbital_gap_ha=0.1532 fmax_ev_per_a=0.208 total_charge=-1
I -1.55181 5.37405 -0.34609 0.761
Cl -3.35197 0.64364 -0.80928 0.479
O -1.37219 -7.28564 -0.03701 -0.187
O 1.83530 -0.20906 -3.86220 -0.195
O -1.05032 2.45795 4.89658 -0.179
N -0.70347 5.08897 3.55124 0.042
N 2.06526 -3.08877 -4.16823 0.032
N -1.20188 -4.36249 -0.49047 0.046
C -2.12363 3.35168 4.65235 -0.202
C -1.94377 -6.34043 0.85169 -0.209
C -0.13401 3.53555 -2.33950 -0.409
C 3.23126 -2.20519 -4.25078 -0.444
C 0.76902 5.91732 -2.20929 -0.208
C 2.85484 -0.77089 -4.64571 -0.230
C 0.10231 -4.92641 1.47375 -0.066
C -1.81878 0.12249 -1.69101 -0.703
C -0.41357 2.25928 -1.59127 -0.316
C 0.20105 4.72659 -1.46011 -0.772
C -1.28253 -4.96023 0.83702 -0.439
C -0.28111 -8.01861 0.47250 -0.117
C -0.75430 2.21258 6.24959 -0.124
C 2.25956 0.52250 -2.71409 -0.100
C -0.87376 -0.55884 -0.70702 -0.138
C -1.71529 4.82396 4.56773 -0.443
C -1.26082 5.41250 5.89914 -0.077
C -1.19753 1.28985 -2.44298 -0.354
C 4.01393 -2.30191 -2.94763 -0.075
H 0.76868 3.46077 -2.98631 0.099
H 1.77178 5.66030 -2.56722 0.071
H -1.94426 -6.74674 1.87313 0.116
H -2.89611 3.21600 5.42340 0.115
H 0.84563 -5.36765 0.80748 0.066
H 0.15311 6.15007 -3.08119 0.069
H -2.54015 3.05367 3.68833 0.128
H -2.12738 -4.21694 -0.87788 0.078
H 2.52020 -0.14401 -1.88606 0.070
H -1.02720 -1.63941 -0.67438 0.040
H -0.20962 -8.93793 -0.10791 0.084
H 3.14303 1.12452 -2.96313 0.085
H 0.85125 6.81499 -1.59584 0.045
H -1.08196 4.88643 2.63018 -0.015
H 0.66489 -7.47771 0.39109 0.073
H -2.00597 1.76806 -3.04193 0.089
H -1.67013 2.14488 6.85031 0.085
H -2.98136 -6.23011 0.52827 0.120
H 1.59898 -3.11962 -5.06903 0.064
H 2.47154 -0.79750 -5.67161 0.117
H 3.86680 -2.58503 -5.06069 0.128
H -0.98881 -0.15609 0.29824 0.061
H -1.22616 6.49914 5.82727 0.071
H -0.71978 -4.99577 -1.12071 0.076
H -0.43696 -8.27706 1.52684 0.087
H 0.12418 -5.46762 2.42195 0.076
H -1.92913 5.13184 6.71645 0.074
H 0.39757 -3.89284 1.64784 0.078
H -0.56612 0.78301 -3.20108 0.094
H 0.86760 4.40617 -0.65965 0.065
H 4.44149 -3.29922 -2.84256 0.069
H 3.74960 -0.13095 -4.63496 0.115
H 4.81711 -1.56364 -2.91091 0.076
H 1.39553 -2.65905 -3.53446 0.071
H -2.21332 -0.61231 -2.39280 0.074
H 0.07371 4.44813 3.68206 0.073
H -0.93415 3.85357 -3.05313 0.093
H -0.23207 1.25728 6.29863 0.085
H -2.62268 5.35553 4.25579 0.136
H -1.94115 -4.31770 1.43323 0.139
H 1.44086 1.16947 -2.36993 0.033
H 3.35870 -2.12817 -2.09345 0.067
H 0.14541 -0.32338 -1.02051 0.052
H -0.25365 5.07185 6.14611 0.064
H -0.11585 2.98302 6.69161 0.070
H -0.98769 2.48557 -0.68409 0.004

No. 3
80
Properties=species:S:1:pos:R:3:lowdin_charge:R:1 method="wB97M-V/def2-TZVPD" molar_mass_g_mol=547.53 e_lumo_ha=0.081 orbital_gap_ha=0.3586 fmax_ev_per_a=3.365 total_charge=-1
P -1.18773 0.69204 -1.01238 0.089
F 0.41323 0.61998 -1.30607 -0.182
F -1.35045 2.03495 -1.83595 -0.160
F -2.80033 0.53429 -0.80366 -0.207
F -0.90466 1.68326 0.19406 -0.158
F -1.49551 -0.25353 -2.36142 -0.231
F -1.17080 -0.58771 -0.10694 -0.149
O -5.59698 -1.51752 3.00511 -0.120
O -2.60183 3.81528 7.89488 -0.152
O 2.47089 -0.32888 -8.08290 -0.160
O 3.59841 7.31522 0.50043 -0.155
O -3.77056 -4.23651 -1.88546 -0.073
O -2.61752 1.58320 9.91483 -0.192
O 1.92035 -6.29411 -3.38826 -0.135
O -2.16469 -5.18932 3.03513 -0.115
C -3.29089 2.85239 10.03469 -0.193
C -2.17578 2.86093 6.90872 -0.088
C 1.91029 2.01013 -7.98289 -0.178
C 4.88888 7.67618 -0.01701 -0.183
C 3.65998 6.47994 -1.59727 -0.192
C 1.64330 -0.10701 -6.92051 -0.189
C 3.59365 -6.58093 -4.88375 -0.197
C 5.08149 6.56907 -1.06608 -0.170
C -3.67605 3.48494 8.70977 -0.237
C -0.82376 -5.56691 2.68550 -0.164
C 0.89792 1.17329 -7.26365 -0.179
C 2.84807 6.50022 -0.34821 -0.228
C 2.09962 -6.67420 -4.74319 -0.211
C -3.54950 -5.21757 -2.79372 -0.238
C 2.79218 -5.16730 -3.18164 -0.187
C -2.43103 1.03651 11.20826 -0.125
C -6.09946 -0.82889 4.17144 -0.160
C 2.80817 0.94320 -8.65380 -0.191
C 4.01130 -5.42454 -4.02879 -0.188
H 1.51071 2.69292 -8.73271 0.100
H -4.12536 2.75089 10.72856 0.118
H 1.82617 6.81774 -0.55558 0.124
H 0.01005 0.76702 -7.74814 0.113
H -2.51082 3.46992 10.47993 0.124
H -5.46605 -0.77708 2.40828 0.069
H -7.15647 -0.56757 4.12108 0.069
H -2.97344 1.39780 12.08197 0.081
H 5.88676 6.77276 -1.77188 0.106
H 5.39721 5.67127 -0.53469 0.112
H 2.25969 -4.24454 -3.41197 0.125
H -4.29644 4.36693 8.86885 0.122
H 2.53298 0.87384 -9.70621 0.111
H -4.45812 -5.39000 -3.37059 0.061
H -4.47067 2.90178 8.24435 0.125
H 3.19478 -5.10103 -2.17089 0.119
H 1.58835 -5.94022 -5.36605 0.118
H 3.54338 7.28751 -2.31998 0.113
H -2.12309 1.85812 7.33264 0.077
H -1.35895 1.14215 11.37438 0.088
H -0.84672 -5.79001 1.61883 0.079
H -0.59546 -6.54116 3.11772 0.062
H 0.35079 1.77299 -6.53624 0.119
H -2.85690 -5.14137 -3.63193 0.079
H 2.47184 2.80839 -7.49758 0.106
H 3.87544 1.05688 -8.46375 0.112
H -1.18230 2.94011 6.46734 0.085
H 4.92812 -5.69531 -3.50513 0.105
H 5.57469 7.61973 0.82832 0.116
H 0.98921 -0.94929 -6.69506 0.120
H 2.85713 5.51547 0.11903 0.127
H -2.75774 0.00085 11.11455 0.085
H -5.99791 -1.54789 4.98435 0.068
H 4.82776 8.67676 -0.44505 0.112
H 1.62902 -7.63720 -4.94135 0.122
H 3.39280 5.59171 -2.16978 0.117
H -3.42236 -3.40750 -2.22175 0.093
H -2.75944 2.72658 5.99801 0.081
H -3.44226 -6.18356 -2.30031 0.076
H 4.38767 -4.54512 -4.55136 0.111
H -2.07386 -5.01192 3.97422 0.062
H 3.94216 -6.46148 -5.90960 0.108
H -0.01514 -4.90294 2.99106 0.076
H -5.40711 -0.02122 4.40898 0.074
H 4.07953 -7.52514 -4.63779 0.109
H 2.30991 0.01105 -6.06623 0.116

No. 4
81
Properties=species:S:1:pos:R:3:lowdin_charge:R:1 method="wB97M-V/def2-TZVPD" molar_mass_g_mol=545.64 e_lumo_ha=0.078 orbital_gap_ha=0.2734 fmax_ev_per_a=2.746 e_above_lowest_kcal_mol=0.0 total_charge=-1
S -1.05305 -0.21807 6.50773 0.571
F 0.41537 -0.75835 6.40152 -0.149
O 2.24770 0.50629 1.75169 -0.224
O -2.57690 -2.60859 4.47448 0.022
O 1.73939 4.45921 -3.89460 -0.190
O -1.17108 0.51468 7.72213 -0.277
O -4.68619 -0.39963 -5.36173 -0.188
O -1.21901 0.61319 5.37155 -0.270
O 2.05726 -2.27394 -1.92434 -0.181
O -0.57373 -0.97777 -1.65994 -0.199
O -0.70850 -3.12870 5.50310 -0.026
O 3.20175 2.85876 -1.90122 -0.189
O 3.76980 -0.88531 3.81389 -0.190
O -1.93802 -0.06689 -6.35496 -0.192
N -3.92819 -2.36343 7.64337 -0.080
N -2.12944 -1.43985 6.38207 -0.122
C -4.16508 -1.01530 -6.52826 -0.209
C 1.56302 1.20975 2.78249 -0.088
C 0.51508 -0.79601 -0.76114 -0.189
C 2.68395 -1.79997 3.92819 -0.085
C 2.44753 5.60338 -3.45403 -0.114
C -1.53457 0.27969 -5.03742 -0.096
C 4.20449 -0.72117 2.47923 -0.216
C -4.87952 0.99584 -5.50865 -0.112
C -4.67474 -1.81261 8.79659 -0.132
C -2.67842 -1.27526 -6.40600 -0.208
C 3.65963 0.56142 1.88612 -0.211
C 2.59001 3.36291 -4.19674 -0.203
C 1.84426 -0.94237 -1.46543 -0.186
C 2.25153 3.24903 -0.91984 -0.094
C -2.49015 -2.04708 7.67709 -0.239
C 2.60386 2.34145 -3.07958 -0.216
C 1.80702 -2.42515 -3.30616 -0.115
C -1.16631 -2.26197 -1.55467 -0.103
C -1.75275 -2.48843 5.34425 -0.791
H 2.62162 -1.98177 -3.89188 0.086
H -2.34366 -1.81753 -7.29675 0.123
H -1.76414 -2.32748 -0.64094 0.095
H 2.95317 6.08302 -4.29961 0.086
H -5.05488 1.41244 -4.51830 0.090
H 5.29921 -0.66824 2.49507 0.121
H 4.07509 0.69025 0.87911 0.117
H -2.18514 -1.45779 8.53960 0.099
H -4.37861 -0.40961 -7.41452 0.124
H 0.51340 0.92372 2.74740 0.093
H 3.60495 3.70929 -4.41494 0.125
H -4.68123 -1.97407 -6.64293 0.123
H 3.91804 -1.58205 1.86628 0.124
H 0.85813 -1.96765 -3.59876 0.068
H 1.92019 -0.23164 -2.29232 0.098
H 1.90492 -1.59026 3.19361 0.088
H 3.04119 -2.82695 3.80028 0.090
H 2.25902 -1.69307 4.92267 0.079
H 1.64014 2.29087 2.61635 0.085
H -1.18896 1.31268 -5.05244 0.089
H 2.64367 -0.71954 -0.75320 0.118
H -2.35708 0.19836 -4.32448 0.088
H -4.00228 1.48105 -5.94285 0.083
H 1.95605 0.96329 3.76968 0.088
H 1.45094 3.85533 -1.35011 0.087
H -0.70905 -0.36216 -4.71375 0.075
H 1.72426 6.29959 -3.03211 0.088
H 3.96062 1.42497 2.48691 0.126
H 2.19360 2.88939 -5.10075 0.124
H 2.77199 3.84081 -0.16793 0.091
H 1.59280 1.97724 -2.87386 0.121
H 3.21318 1.48789 -3.39491 0.122
H -1.81951 -2.39826 -2.41700 0.080
H 0.44046 0.21998 -0.36507 0.114
H 1.82246 2.36583 -0.43459 0.076
H -0.41400 -3.05445 -1.55508 0.085
H -5.50946 -1.21998 8.41774 0.068
H -4.27083 -1.85138 6.83976 0.093
H -5.75481 1.19100 -6.13828 0.086
H -4.08181 -1.16419 9.44466 0.067
H -1.95845 -3.00099 7.75223 0.119
H -5.09902 -2.64052 9.36620 0.059
H -2.46691 -1.89859 -5.53206 0.123
H 0.44221 -1.48871 0.08078 0.134
H 1.76077 -3.49171 -3.52458 0.088
H 3.18175 5.35185 -2.68511 0.084

Across the entries above, DFT total energy takes the values -3998.2444 -1899.3079 -2294.0360 -2261.8568 Ha, respectively.
Across the entries above, highest occupied orbital energy takes the values -8.4 -1.7 -7.5 -5.3 eV, respectively.